Record 1
The following is a DFT calculation (ωB97M-V/def2-TZVPD) of an isolated molecule of C22H37N3O2.

Properties
ΔE to the lowest compared entry with this formula, charge and spin in kcal per mole: 39.8
E_LUMO in eV: 0.4
Energy in a.u.: -1175.1740
HOMO level in eV: -10.17
Net charge: 0
Gap between HOMO and LUMO in eV: 10.6
SMILES: CCCCCCCCCCCC[C@](C#N)(CCCCOC)[C@@H](C#N)N=C=O

Each line ends with the Mulliken charge.
Geometry (Å):
C -6.41617 3.33523 0.91439  -1.136
C -5.68928 2.54526 -0.18540  -0.307
C -6.12600 1.08261 -0.35014  -0.799
C -6.36552 0.30038 0.94359  -0.801
C -5.20658 0.29909 1.93989  -0.701
C -3.83315 -0.00395 1.34546  -0.147
C -2.68824 0.17577 2.36095  -1.253
C -1.74885 -1.02315 2.42724  -0.797
C -0.93373 -1.24308 1.14760  -0.647
C 0.44842 -1.84672 1.41168  -0.885
C 1.47185 -0.78178 1.80220  -0.707
C 1.92032 0.11305 0.63125  -1.836
C 3.42387 0.10702 0.29805  2.021
C 4.13446 0.82096 1.37813  -0.373
N 4.70024 1.37588 2.20648  -0.583
C 3.71710 0.90236 -1.00139  -1.579
C 2.95706 0.45004 -2.25356  -0.368
C 3.63717 0.92459 -3.55069  -0.787
C 4.27652 -0.17408 -4.40593  -0.627
O 5.67707 -0.27733 -4.26860  -0.460
C 6.10915 -0.96825 -3.11631  -0.458
C 4.04497 -1.32429 0.17183  0.451
C 4.53523 -1.88430 1.43983  -0.184
N 4.95104 -2.33447 2.40789  -0.480
N 3.07622 -2.21657 -0.46737  -0.260
C 3.08992 -3.42580 -0.35491  0.675
O 2.97869 -4.58139 -0.29153  -0.467
H -5.81763 3.40929 1.82324  0.283
H -6.62083 4.35542 0.58838  0.351
H -7.36871 2.87578 1.18208  0.253
H -5.86789 3.04765 -1.13970  0.468
H -4.60891 2.59614 -0.02567  0.178
H -7.05046 1.06245 -0.93493  0.397
H -5.37156 0.55463 -0.93977  0.292
H -7.25924 0.69384 1.43456  0.328
H -6.59353 -0.73598 0.67338  0.377
H -5.40583 -0.46513 2.69924  0.388
H -5.15945 1.25681 2.46928  0.274
H -3.65449 0.62951 0.47267  0.222
H -3.82505 -1.03670 0.97647  0.342
H -2.09983 1.05944 2.08958  0.345
H -3.10793 0.37750 3.35049  0.514
H -1.07321 -0.92226 3.28251  0.485
H -2.35747 -1.91612 2.61112  0.360
H -0.82287 -0.27939 0.63265  0.222
H -1.48541 -1.88567 0.45678  0.491
H 0.36752 -2.58637 2.21415  0.412
H 0.79264 -2.39218 0.52815  0.256
H 0.99393 -0.14083 2.54977  0.559
H 2.33112 -1.22769 2.30741  0.474
H 1.69374 1.15330 0.87934  0.574
H 1.34467 -0.12202 -0.26524  0.568
H 4.79642 0.87431 -1.17749  0.553
H 3.47129 1.94954 -0.80531  0.440
H 1.94594 0.85889 -2.20575  0.420
H 2.83470 -0.63541 -2.26444  0.273
H 4.42071 1.64945 -3.31470  0.415
H 2.89438 1.43143 -4.16940  0.460
H 3.81621 -1.14327 -4.16653  0.385
H 4.10208 0.01947 -5.46416  0.352
H 6.94129 -1.61847 -3.38781  0.343
H 5.30315 -1.58880 -2.70527  0.143
H 6.45103 -0.27332 -2.34068  0.234
H 4.90768 -1.23233 -0.49502  0.064

Record 2
The following is a DFT calculation (ωB97M-V/def2-TZVPD) of an isolated molecule of C24H26N2O8.

Properties
ΔE to the lowest compared entry with this formula, charge and spin in kcal per mole: 0.0
E_LUMO in eV: 0.4
Energy in a.u.: -1641.6345
HOMO level in eV: -8.36
Net charge: 0
Gap between HOMO and LUMO in eV: 8.7
SMILES: COc1cc(OC)cc(C(=O)N[C@H](C(=O)OCC(=O)c2ccc3c(c2)NC(=O)CO3)C(C)C)c1

Each line ends with the Mulliken charge.
Geometry (Å):
C -4.39188 -2.96689 -1.24489  -0.635
H -3.52609 -3.41094 -0.74652  0.202
O -4.88611 -1.87321 -0.50089  -0.490
C -4.01230 -0.90277 -0.14584  0.364
C -2.72988 -0.76651 -0.65627  -0.623
C -1.90732 0.26178 -0.20195  1.077
C -2.35998 1.14543 0.76554  -1.099
C -3.66030 1.02660 1.26061  0.318
C -4.48257 0.01202 0.79977  -0.506
H -5.48725 -0.12526 1.16313  0.499
O -4.01653 1.94852 2.19530  -0.419
C -5.30815 1.87648 2.75103  -0.891
H -5.36540 2.69398 3.46801  0.250
H -5.46877 0.92663 3.26988  0.354
H -6.08077 2.00917 1.98727  0.350
H -1.73454 1.91080 1.19759  0.530
C -0.52534 0.32273 -0.74994  0.170
O 0.03763 -0.65553 -1.21823  -0.717
N 0.05554 1.54737 -0.73437  0.163
H -0.39983 2.28403 -0.21897  0.205
C 1.47369 1.69969 -0.93646  -0.270
C 2.16479 1.66196 0.42267  0.211
O 1.59075 1.80020 1.47324  -0.627
O 3.46795 1.43194 0.29681  -0.293
C 4.23673 1.23102 1.47929  -0.531
H 5.06021 1.94991 1.48042  0.407
C 4.81419 -0.18896 1.50074  0.178
O 5.96040 -0.38054 1.82703  -0.587
C 3.90269 -1.25092 1.03657  0.441
C 4.43722 -2.27683 0.25645  -1.110
C 3.61654 -3.23673 -0.29912  -0.804
C 2.24872 -3.20688 -0.05839  0.515
C 1.71688 -2.23290 0.80204  0.868
C 2.53752 -1.25285 1.32793  -0.592
H 2.11015 -0.52237 1.99811  0.394
N 0.37113 -2.32790 1.14747  0.007
C -0.50771 -3.10527 0.47234  0.407
O -1.67073 -3.22022 0.78711  -0.625
C 0.09396 -3.78533 -0.74916  -0.272
H -0.01681 -3.07054 -1.57949  0.163
O 1.45424 -4.15170 -0.61467  -0.530
H -0.45478 -4.70072 -0.97704  0.343
H 0.01153 -1.72304 1.87444  0.272
H 4.01282 -4.01806 -0.92709  0.478
H 5.49917 -2.28495 0.06764  0.464
H 3.60499 1.39637 2.36106  0.381
H 1.81229 0.82347 -1.50195  0.586
C 1.83408 2.98249 -1.71074  0.322
C 1.33291 4.23279 -0.98931  -1.539
H 1.63399 4.23011 0.05595  0.392
H 1.74564 5.12148 -1.46055  0.448
H 0.24857 4.30088 -1.04081  0.305
C 1.26791 2.91044 -3.12571  -1.483
H 1.51719 3.81383 -3.67652  0.445
H 1.67565 2.05597 -3.65955  0.365
H 0.18561 2.81040 -3.09378  0.294
H 2.92706 3.01790 -1.76275  0.439
H -2.33612 -1.44139 -1.39724  0.452
H -4.12413 -2.66959 -2.26384  0.304
H -5.20698 -3.68759 -1.28340  0.278

Record 3
The following is a DFT calculation (ωB97M-V/def2-TZVPD) of a structure of composition C3H4S in a non-equilibrium geometry.

Properties
ΔE to the lowest compared entry with this formula, charge and spin in kcal per mole: 8.3
E_LUMO in eV: 0.9
Energy in a.u.: -514.8293
HOMO level in eV: -8.39
Net charge: 0
Gap between HOMO and LUMO in eV: 9.3

Each line ends with the Mulliken charge.
Geometry (Å):
C 0.09175 0.52324 -0.55094  -0.644
C -0.86491 -0.38783 -0.73124  -0.170
C 0.61155 0.10316 0.74251  -0.264
S -0.69028 -1.22374 0.81588  -0.182
H 0.37024 1.19672 -1.27624  0.382
H -1.57715 -0.49559 -1.58039  0.330
H 1.53906 -0.40254 0.92174  0.282
H 0.51974 0.68658 1.65868  0.266

Record 4
The following is a DFT calculation (ωB97M-V/def2-TZVPD) of a structure of composition C23H16Cl3F9N4O5Ti in a non-equilibrium geometry.

Properties
E_LUMO in eV: -0.3
Energy in a.u.: -4610.2907
HOMO level in eV: -8.12
Net charge: 0
Gap between HOMO and LUMO in eV: 7.8

Each line ends with the Mulliken charge.
Geometry (Å):
Ti -0.19301 -0.21259 -0.09040  -0.991
C 4.03049 -0.28019 -1.59732  -1.736
C 2.58128 -0.07472 -1.31542  0.786
N 2.06205 -0.32798 -0.17208  1.258
O 2.95853 -0.77957 0.78470  -0.690
C 1.65031 0.47970 -2.30474  0.250
C 2.08982 1.09621 -3.58713  -2.246
N 0.41109 0.52522 -1.90487  1.352
O -0.51697 1.12540 -2.55206  -0.812
H 4.30910 -1.30142 -1.33628  0.346
H 4.63402 0.38226 -0.97443  0.324
H 4.25789 -0.09537 -2.64310  0.448
H 2.38543 -1.06953 1.51156  0.390
H 2.82139 1.88973 -3.41301  0.354
H 1.21831 1.51947 -4.08037  0.414
H 2.54634 0.36207 -4.25462  0.470
O -0.00742 -0.49341 1.70596  0.166
C 0.28038 0.10107 2.86940  -0.004
C 0.08808 -0.60588 4.05210  -0.935
C 0.43178 -0.03585 5.26202  -0.610
C 0.96677 1.25023 5.30970  -0.907
C 1.13061 1.95728 4.13456  -1.083
C 0.78829 1.40191 2.90006  1.063
C 0.86494 2.18340 1.66193  0.230
N 0.40304 1.83954 0.46821  1.290
C 0.57331 2.92980 -0.36272  -0.766
C 1.14505 3.93740 0.33543  -1.040
N 1.32631 3.44934 1.61234  -0.030
H -0.32457 -1.60435 3.98892  0.532
H 0.28169 -0.59454 6.17641  0.442
H 1.24727 1.69427 6.25425  0.414
H 1.53136 2.96251 4.18665  0.334
H 0.23954 2.90492 -1.38685  0.605
H 1.43060 4.93341 0.05211  0.445
H 1.71575 3.95685 2.38693  0.166
Cl -6.54479 2.66035 -2.77913  -0.228
C -5.15285 1.95556 -2.00863  0.430
C -4.54107 0.85315 -2.57323  -0.910
C -3.43705 0.28608 -1.95573  1.047
Cl -2.68563 -1.05480 -2.72862  -0.177
C -2.94091 0.79121 -0.77265  -0.874
O -1.89631 0.28004 -0.11889  0.194
C -3.56595 1.92033 -0.24470  0.615
Cl -2.96893 2.61807 1.23242  -0.214
C -4.66838 2.50654 -0.83727  -0.916
H -4.90716 0.43235 -3.49812  0.475
H -5.13205 3.37400 -0.39155  0.458
F -1.76513 -4.91934 0.17829  -0.288
C -1.68547 -3.75719 -0.48437  0.479
F -2.20582 -3.96283 -1.69126  -0.258
F -2.41991 -2.84966 0.14921  -0.184
C -0.20316 -3.27535 -0.55429  0.768
O -0.10747 -1.94818 -0.72782  0.035
C 0.50632 -3.67345 0.77812  0.380
F 0.78004 -4.97384 0.85583  -0.267
F 1.65836 -3.00525 0.89222  -0.232
F -0.25536 -3.33362 1.82077  -0.273
C 0.51937 -3.94125 -1.77194  0.401
F 0.01503 -3.50413 -2.91916  -0.212
F 1.81523 -3.61338 -1.76254  -0.212
F 0.43018 -5.27204 -1.76478  -0.263

Record 5
The following is a DFT calculation (ωB97M-V/def2-TZVPD) of a cluster of 2 separate species, C2H2O4 in total in a non-equilibrium geometry.

Properties
ΔE to the lowest compared entry with this formula, charge and spin in kcal per mole: 17.0
E_LUMO in eV: 0.5
Energy in a.u.: -378.3872
HOMO level in eV: -10.72
Net charge: 0
Gap between HOMO and LUMO in eV: 11.2
SMILES: O=C=O.O=CO

Each line ends with the Mulliken charge.
Geometry (Å):
C 1.82735 -0.25008 -0.18792  0.718
C -0.99902 0.33424 -0.28836  0.272
O 2.58694 -0.09179 0.63809  -0.317
O -0.87520 1.41103 0.26594  -0.504
O 0.97466 -0.34185 -0.94110  -0.372
O -1.15627 -0.81496 0.49017  -0.435
H -1.27911 0.34401 -1.38257  0.305
H -1.07935 -0.59060 1.40574  0.333

Record 6
The following is a DFT calculation (ωB97M-V/def2-TZVPD) of a structure of composition C4H5N3O in a non-equilibrium geometry.

Properties
ΔE to the lowest compared entry with this formula, charge and spin in kcal per mole: 185.7
E_LUMO in eV: 0.2
Energy in a.u.: -394.6717
HOMO level in eV: -8.27
Net charge: 0
Gap between HOMO and LUMO in eV: 8.4

Each line ends with the Mulliken charge.
Geometry (Å):
C -0.13102 0.67202 -0.70997  -0.317
C -0.36084 -1.15639 0.53980  0.319
C 0.20168 -1.24016 1.96337  -0.308
C 0.38948 0.00128 0.36335  0.506
H 0.91200 2.17147 -2.30646  0.317
H -0.42053 2.68611 -0.60106  0.244
H -0.65200 -0.33329 -2.45257  0.302
H 1.14539 -1.87175 2.01877  0.179
H -0.22468 -1.17391 2.83656  0.362
N 0.08710 1.97324 -1.24351  -0.543
N -0.83247 -0.31755 -1.31792  0.192
N -1.08771 -1.52700 -0.63871  -0.741
O 0.97362 0.11593 1.54835  -0.512